{"formula": "C5H8N", "method": "ωB97M-V/def2-TZVPD", "elements": ["C", "C", "C", "C", "C", "N", "H", "H", "H", "H", "H", "H", "H", "H"], "coordinates": [[0.193122, 1.519520, -0.435027], [-0.003913, 0.311430, -0.680781], [0.047191, 2.822008, -0.286684], [-1.186113, -0.527570, -0.522933], [0.627399, -1.683812, 0.907276], [0.229789, -1.100832, -0.439733], [0.261761, 3.707668, -0.927645], [0.162248, 3.147543, 0.748117], [-1.536731, -0.533021, 0.479361], [-1.875239, -0.663496, -1.276114], [0.090063, -2.618064, 0.933975], [1.790525, -1.762161, 0.912048], [0.484346, -1.093893, 1.764540], [0.715551, -1.525321, -1.176400]], "forces_ev_per_angstrom": [[1.17, 4.90, -0.32], [-2.41, -2.66, 0.66], [1.92, -0.02, 0.68], [2.00, 0.35, 0.95], [3.00, -0.58, -1.82], [-0.16, 1.41, 2.13], [-0.50, -1.38, -0.28], [-0.72, -0.13, 0.18], [-0.68, -0.10, 0.58], [-0.99, -1.03, -1.83], [0.27, -0.40, 0.35], [-2.09, -0.46, -0.33], [-1.09, 1.27, 0.64], [0.28, -1.19, -1.59]], "total_energy_ev": -6793.3164, "charge": 1, "gap_ev": 10.850, "smiles": "C=C=C1C[N@@H+]1C", "relative_energy_kj_mol": 460.4}

{"formula": "C5H8N", "method": "ωB97M-V/def2-TZVPD", "elements": ["C", "C", "C", "C", "C", "N", "H", "H", "H", "H", "H", "H", "H", "H"], "coordinates": [[1.683118, 1.041239, -0.036412], [-0.829760, -0.850593, -0.030133], [0.300323, -0.826254, 0.861196], [-1.263819, 0.367741, -0.730365], [1.128976, 0.335690, 0.974119], [-2.205653, 0.486245, -1.512496], [1.384824, 0.734177, -1.002104], [2.242691, 1.928259, -0.029670], [0.840616, -1.677152, 0.236231], [-1.509838, -1.728433, 0.005629], [-2.622087, -0.318134, -2.010929], [0.060415, -1.524271, 1.749233], [-0.735991, 1.226127, -0.363323], [1.526185, 0.805360, 1.889024]], "forces_ev_per_angstrom": [[-2.34, -2.13, 0.07], [-0.38, 0.19, 0.57], [-1.41, -3.33, -0.08], [1.59, -1.39, 1.46], [3.37, 3.70, 0.46], [-2.10, 0.36, -2.38], [0.18, -0.32, -1.44], [0.81, 0.88, 0.74], [-0.42, 0.73, 0.38], [0.68, 0.41, -0.34], [0.31, 0.11, 0.77], [0.60, 1.29, -0.86], [0.05, 0.75, 0.18], [-0.94, -1.25, 0.45]], "total_energy_ev": -6793.2138, "charge": 1, "gap_ev": [7.300, 7.299], "relative_energy_kj_mol": 470.3}

{"formula": "C5H8N", "method": "ωB97M-V/def2-TZVPD", "elements": ["C", "C", "C", "C", "C", "N", "H", "H", "H", "H", "H", "H", "H", "H"], "coordinates": [[0.729127, 0.361996, -0.012656], [-0.223529, -1.825315, 0.128118], [-1.441358, -0.877094, -0.227932], [-0.119174, 2.519862, 0.779984], [-0.003547, -0.662449, -0.810664], [0.382487, 1.520510, 0.249458], [0.403737, -0.415307, -1.686361], [1.674872, -0.037956, 0.420163], [0.164227, -1.485101, 1.029681], [-0.091690, -2.852152, -0.034778], [-2.312362, -1.061786, -0.715999], [-1.372303, -0.206303, 0.609008], [-0.885321, 2.354402, 1.549363], [0.302872, 3.440822, 0.513299]], "forces_ev_per_angstrom": [[1.10, -1.52, 0.58], [-1.44, 1.81, -1.87], [5.74, 0.30, 1.74], [-0.45, -0.71, 0.78], [-2.04, 0.41, 3.74], [0.06, -0.24, 0.31], [0.67, -0.91, -4.67], [-0.50, 0.75, 0.04], [0.51, -0.30, 2.03], [-0.10, -1.11, -0.82], [-2.05, -0.74, -1.48], [-1.76, 0.26, 0.19], [0.44, 0.37, -0.05], [-0.18, 1.64, -0.52]], "total_energy_ev": -6793.6828, "charge": 1, "gap_ev": 10.233, "smiles": "C=[N+]=CC1CC1", "relative_energy_kj_mol": 425.1}

{"formula": "C5H8N", "method": "ωB97M-V/def2-TZVPD", "elements": ["C", "C", "C", "C", "C", "N", "H", "H", "H", "H", "H", "H", "H", "H"], "coordinates": [[-2.304857, -0.016841, 0.072424], [-1.750343, 1.222837, 0.204614], [-0.312558, -1.244125, -0.045013], [0.602873, -0.221794, 0.333083], [1.930369, 0.037728, -0.008520], [-1.698177, -1.187679, -0.112586], [-3.341116, -0.295626, 0.225062], [-0.838793, 1.446663, -0.381478], [-2.365449, 1.860687, 0.904057], [-0.208417, -1.599741, -1.015044], [-0.083704, -2.171230, 0.458821], [2.362266, -0.388592, -1.044946], [2.437857, -0.264541, 0.870929], [2.347549, 1.106505, 0.158891]], "forces_ev_per_angstrom": [[-0.05, -3.22, -0.38], [0.09, 0.51, 1.00], [0.09, 0.40, 0.81], [-1.17, 0.55, 0.13], [1.47, 1.54, -3.23], [-1.51, 1.57, 0.91], [-0.48, 1.05, 0.05], [-0.74, 0.56, 0.59], [1.36, 0.09, -1.19], [1.35, -0.68, -2.80], [0.67, -0.59, 0.82], [-0.88, 0.65, 2.49], [1.01, -1.33, 1.35], [-1.23, -1.08, -0.55]], "total_energy_ev": -6790.3519, "charge": 1, "gap_ev": [6.838, 8.560], "relative_energy_kj_mol": 746.5}

{"formula": "C5H8N", "method": "ωB97M-V/def2-TZVPD", "elements": ["C", "C", "C", "C", "C", "N", "H", "H", "H", "H", "H", "H", "H", "H"], "coordinates": [[-1.330834, 0.002668, -0.015525], [-2.695452, 0.018252, 0.220129], [-0.434150, 1.166414, -0.295261], [-0.371005, -1.136504, -0.325855], [1.766919, -0.130269, 0.297983], [0.644834, 0.032775, -0.655169], [-3.278456, -0.876077, 0.386425], [-3.186503, 0.894008, 0.582338], [-0.513456, 2.033161, -0.780243], [-0.262522, -2.125947, 0.047844], [2.365152, -0.906368, 0.072287], [2.470727, 0.650123, 0.180403], [1.296681, -0.128140, 1.201910], [1.051418, 0.126426, -1.669866]], "forces_ev_per_angstrom": [[-1.86, 0.10, -0.40], [2.24, -0.66, 1.00], [0.62, -8.06, 1.94], [-1.58, 5.57, -0.92], [-0.62, 2.91, -1.58], [0.82, -0.48, -1.83], [0.16, -0.30, -0.43], [-0.17, 0.82, -0.42], [-0.13, 3.31, -1.89], [0.81, -0.48, 0.10], [1.25, -3.52, -0.66], [0.29, 1.54, 0.20], [-0.56, -0.20, 2.81], [-1.27, -0.54, 2.10]], "total_energy_ev": -6791.4439, "charge": 1, "gap_ev": [7.567, 7.500], "relative_energy_kj_mol": 641.1}

{"formula": "C5H8N", "method": "ωB97M-V/def2-TZVPD", "elements": ["C", "C", "C", "C", "C", "N", "H", "H", "H", "H", "H", "H", "H", "H"], "coordinates": [[-0.407026, 1.567805, -0.744352], [0.237400, -0.831681, 0.833856], [0.949882, 0.648081, 0.952301], [-0.072485, -1.059378, -0.548985], [-0.886181, -0.003697, -1.136802], [0.391254, 1.631928, 0.176963], [0.913662, -1.556090, 1.280144], [-0.656390, -0.714037, 1.446757], [0.867924, 0.920174, 2.006639], [2.011629, 0.557544, 0.703179], [0.522445, -1.705843, -1.175216], [-0.805264, 2.355505, -1.347915], [-1.867069, 0.062629, -0.654764], [-1.000119, -0.064267, -2.217515]], "forces_ev_per_angstrom": [[0.69, -2.37, 0.48], [-0.32, -0.88, -0.07], [0.87, -0.07, 0.34], [0.09, 3.01, 0.27], [-0.50, -0.54, -0.50], [-0.23, 1.14, -0.15], [-0.02, 0.02, 0.04], [-0.06, 0.10, -0.04], [-0.01, -0.24, -0.04], [-0.12, -0.04, 0.07], [-0.01, -0.28, -0.10], [-0.23, 0.31, -0.34], [-0.08, -0.12, -0.01], [-0.06, -0.04, 0.07]], "total_energy_ev": -6795.2111, "charge": 1, "gap_ev": [8.550, 8.549], "relative_energy_kj_mol": 277.6}

{"formula": "C5H8N", "method": "ωB97M-V/def2-TZVPD", "elements": ["C", "C", "C", "C", "C", "N", "H", "H", "H", "H", "H", "H", "H", "H"], "coordinates": [[1.285986, -0.452164, -0.909496], [-0.014732, -0.851534, -1.011728], [1.784363, 0.086261, 0.423903], [0.456796, 0.565258, -0.034319], [-2.008603, 0.011709, 0.140533], [-0.604817, -0.372929, 0.309118], [1.770898, -0.294848, -1.924846], [2.006935, -0.444722, 1.354188], [2.456442, 0.892277, 0.226637], [0.403015, 1.597389, -0.188681], [-2.310734, -0.460939, -0.771259], [-2.568844, -0.407617, 1.035607], [-2.183577, 1.040945, 0.150027], [-0.473129, -0.909080, 1.200319]], "forces_ev_per_angstrom": [[2.97, -0.24, -1.07], [-2.06, -0.83, -0.60], [-0.24, 0.27, -0.92], [0.62, -0.70, 2.06], [-1.35, -2.21, 1.84], [0.66, -0.04, 0.87], [-0.25, -0.10, 1.65], [-0.59, -0.28, -0.51], [0.88, 0.17, 0.15], [-1.15, 1.28, -0.65], [-0.53, -0.03, -0.42], [0.53, 0.40, -1.26], [0.15, 1.66, -0.20], [0.36, 0.65, -0.94]], "total_energy_ev": -6792.5174, "charge": 1, "gap_ev": 10.425, "relative_energy_kj_mol": 537.5}

{"formula": "C5H8N", "method": "ωB97M-V/def2-TZVPD", "elements": ["C", "C", "C", "C", "C", "N", "H", "H", "H", "H", "H", "H", "H", "H"], "coordinates": [[1.670818, 0.516234, 0.428007], [0.510594, 0.120535, 0.012916], [1.829523, -1.816944, 1.518367], [-1.556532, 1.244998, -0.220723], [-0.771926, -0.048954, -0.408870], [1.448224, -0.719395, 1.016279], [2.676301, 0.992602, 0.344474], [1.130987, -2.721470, 1.673910], [2.727590, -1.774525, 2.067259], [-1.594254, 1.599419, 0.809113], [-2.637339, 1.165229, -0.373025], [-1.224344, 1.955323, -1.018264], [-0.649642, -0.461731, -1.525795], [-1.275512, -0.846756, 0.210987]], "forces_ev_per_angstrom": [[5.38, -2.53, 2.79], [0.06, -2.13, 0.64], [0.92, -8.13, 2.57], [-1.04, 1.02, -1.52], [-3.27, -1.74, -1.75], [-3.67, 10.90, -4.37], [-1.30, 0.29, -0.20], [1.17, 1.75, -0.61], [0.98, -0.25, 0.68], [1.01, 0.25, -0.08], [0.17, -0.71, -0.55], [-0.15, -0.01, 1.24], [-0.93, 0.87, 1.95], [0.66, 0.42, -0.80]], "total_energy_ev": -6789.3185, "charge": 1, "gap_ev": [6.610, 7.838], "multiplicity": 3, "relative_energy_kj_mol": 507.3}